(1)
Below is C26H22BiBrN4O2 as an isolated structure, with properties calculated with ωB97M-V with the def2-TZVPD basis set.

Properties
- HOMO (eV) = -13.090
- gap between HOMO and LUMO (eV) = 6.54
- LUMO level (eV) = -6.55

ORCA input file:
```
! RIJCOSX wB97M-V def2-TZVPD def2/J DEFGRID3
* xyz 2 1
Bi -0.3411 0.3812 -1.9376
O -0.3891 4.5317 -0.7318
C -1.3700 4.5937 0.2080
C -1.7666 5.8226 0.7322
C -2.6834 5.8942 1.7627
C -3.2216 4.7334 2.2991
C -2.8709 3.5145 1.7522
C -1.9626 3.4207 0.6980
C -1.7129 2.0425 0.1211
O -1.3225 2.0405 -1.2078
N -0.7011 1.3313 0.9500
N 0.2610 0.6291 0.3026
C 1.2764 0.1799 0.9567
C 2.4765 -0.3963 0.4275
Br 2.8345 -0.0115 -1.4237
C 3.3628 -1.0097 1.2436
C 4.6644 -1.6010 1.0620
C 5.2454 -1.9578 -0.1661
C 6.5180 -2.4916 -0.2071
C 7.2419 -2.6818 0.9640
C 6.6764 -2.3567 2.1904
C 5.4004 -1.8354 2.2386
H -0.0984 5.4260 -0.9409
H -1.3431 6.7309 0.3170
H -2.9748 6.8580 2.1576
H -3.9249 4.7767 3.1189
H -3.3215 2.6056 2.1375
H -2.6488 1.4687 0.2243
H -0.3847 1.8650 1.7487
H 1.2548 0.2876 2.0403
H 3.0277 -1.0365 2.2790
H 4.7037 -1.8448 -1.0914
H 6.9481 -2.7714 -1.1593
H 8.2400 -3.0964 0.9211
H 7.2285 -2.5227 3.1050
H 4.9606 -1.5801 3.1954
C -4.9158 0.3079 -2.0545
C -5.2694 -0.9367 -1.5599
C -4.2782 -1.8723 -1.3003
C -2.9561 -1.5338 -1.5384
N -2.6232 -0.3049 -1.9617
C -3.5746 0.5983 -2.2241
C -1.8338 -2.4753 -1.3676
C -2.0156 -3.8501 -1.3529
C -0.9106 -4.6794 -1.2416
C 0.3509 -4.1134 -1.1540
C 0.4619 -2.7375 -1.1946
N -0.6054 -1.9357 -1.2939
H -5.6596 1.0533 -2.2965
H -6.3073 -1.1793 -1.3756
H -4.5363 -2.8449 -0.9071
H -3.2408 1.5728 -2.5489
H -3.0040 -4.2737 -1.4552
H -1.0339 -5.7540 -1.2386
H 1.2393 -4.7229 -1.0703
H 1.4293 -2.2586 -1.1520
*
```

(2)
Below is C26H22BrCsF6N8O2PS2Se2Te as an isolated structure, with properties calculated with ωB97M-V with the def2-TZVPD basis set.

Properties
- HOMO (alpha / beta) (eV) = -2.249 / -2.812
- gap between HOMO and LUMO (alpha / beta) (eV) = 5.76 / 6.31
- LUMO level (alpha / beta) (eV) = 3.51 / 3.50
- energy above the lowest of the compared OMol25 structures with the same formula, charge and spin (kJ/mol) = 85.8
- expectation value of S² = 0.76

ORCA input file:
```
! RIJCOSX wB97M-V def2-TZVPD def2/J DEFGRID3
* xyz -2 2
Cs -0.8607 1.1145 -1.5993
Br 2.0331 -3.1066 2.6725
C 2.9363 -1.7578 1.6737
C 3.8731 -0.9630 2.2991
C 4.5166 -0.0223 1.5083
C 4.2171 0.0500 0.1627
C 3.2261 -0.7789 -0.3493
N 2.5846 -1.6705 0.4098
C 2.8557 -0.6797 -1.8326
O 3.7756 -0.3526 -2.5824
O 1.6557 -0.9358 -2.1355
H 4.0705 -1.0550 3.3566
H 5.2389 0.6520 1.9517
H 4.7015 0.7494 -0.5031
Se 1.5313 2.0673 2.3484
Se -1.0807 3.6829 2.3651
C -2.7305 2.9557 1.7448
C -3.9204 3.5782 2.1511
C -5.1262 3.1045 1.6991
C -5.1474 2.0051 0.8517
C -3.9291 1.4474 0.5005
N -2.7515 1.9005 0.9262
C 2.2256 2.6229 0.6623
C 3.4092 3.3612 0.5529
C 3.9193 3.6094 -0.7063
C 3.2559 3.1472 -1.8280
C 2.0699 2.4672 -1.6388
N 1.5656 2.2158 -0.4291
H -3.8621 4.4339 2.8106
H -6.0464 3.5898 2.0039
H -6.0635 1.5852 0.4718
H -3.8923 0.5861 -0.1601
H 3.9070 3.7130 1.4461
H 4.8446 4.1656 -0.8117
H 3.6417 3.3098 -2.8235
H 1.4820 2.0801 -2.4751
C 2.0795 -4.6627 -1.2953
C 1.0166 -4.3703 -2.2810
N 0.8705 -4.9270 -3.4417
N -0.2237 -4.2987 -3.9714
C -0.7581 -3.3505 -3.1780
S -2.0214 -2.3302 -3.5271
N 0.0313 -3.4381 -2.0635
N -0.0619 -2.5863 -0.9585
H 2.8037 -5.3319 -1.7513
H 1.6659 -5.1364 -0.4024
H 2.5661 -3.7384 -0.9815
H -0.5257 -4.4852 -4.9090
H 0.3257 -3.0855 -0.1581
H 0.6046 -1.8006 -1.1619
Te -2.4863 -2.3432 -0.1739
C -1.7181 -2.1266 1.7664
C -1.6242 -3.2024 2.6444
C -1.1536 -2.9992 3.9318
C -0.7541 -1.7312 4.3362
C -0.8262 -0.6609 3.4590
C -1.3188 -0.8524 2.1757
H -1.9392 -4.1889 2.3247
H -1.0898 -3.8329 4.6214
H -0.3734 -1.5818 5.3393
H -0.5021 0.3278 3.7587
H -1.3815 -0.0092 1.4958
F -1.6162 3.4983 -2.4669
P -1.3597 4.7227 -3.5313
F -2.9483 4.7680 -3.8361
F -1.1682 3.6223 -4.7095
F -1.1074 5.9220 -4.5919
F -1.5474 5.7914 -2.3394
F 0.2310 4.6423 -3.2213
S -6.1037 -3.5997 2.5414
C -5.1778 -2.9825 1.3649
N -4.5345 -2.5145 0.4974
*
```

(3)
Below is C26H22BrN5OSY as an isolated structure, with properties calculated with ωB97M-V with the def2-TZVPD basis set.

Properties
- HOMO (eV) = -10.665
- gap between HOMO and LUMO (eV) = 7.08
- LUMO level (eV) = -3.58

ORCA input file:
```
! RIJCOSX wB97M-V def2-TZVPD def2/J DEFGRID3
* xyz 1 1
Y -0.0806 -0.1184 -0.1789
C 1.1390 -4.0948 1.4468
C 2.5054 -4.0966 1.7413
C 3.2634 -2.9854 1.4612
C 2.6600 -1.8535 0.8898
N 1.3452 -1.8572 0.6255
C 0.6100 -2.9593 0.8910
N 3.4909 -0.7952 0.6014
C 3.1528 0.3915 0.2335
N 1.9012 0.9871 0.0622
C 2.1198 2.3320 -0.2578
N 1.3067 3.3098 -0.4459
C -0.0683 3.2889 -0.3785
C -0.7137 4.5320 -0.4683
C -2.0853 4.5963 -0.4351
C -2.8287 3.4193 -0.3165
C -2.1389 2.2385 -0.2302
N -0.7906 2.1656 -0.2521
C 3.5735 2.5739 -0.3519
C 4.2829 3.7180 -0.6672
C 5.6679 3.6177 -0.6724
C 6.3084 2.4150 -0.3660
C 5.5838 1.2751 -0.0444
C 4.2057 1.3873 -0.0492
H 0.5147 -4.9565 1.6307
H 2.9689 -4.9732 2.1743
H 4.3255 -2.9522 1.6532
H -0.4433 -2.9114 0.6264
H -0.1007 5.4146 -0.5726
H -2.5850 5.5529 -0.5108
H -3.9084 3.4254 -0.3044
H -2.6694 1.2938 -0.1468
H 3.7724 4.6419 -0.9010
H 6.2677 4.4837 -0.9188
H 7.3895 2.3774 -0.3823
H 6.0643 0.3368 0.1961
C -2.1039 -0.0940 4.2245
S -0.9533 0.5951 3.0534
C 0.5684 -0.0474 3.7265
O -1.1986 -0.2356 1.7855
H -1.9666 -1.1730 4.2704
H -3.1046 0.1535 3.8773
H -1.9276 0.3685 5.1952
H 0.7214 0.4016 4.7080
H 1.3760 0.2543 3.0596
H 0.5066 -1.1330 3.7959
Br -3.2689 -3.2222 -5.6632
C -2.3741 -2.3692 -4.2315
C -2.9995 -2.2676 -3.0014
C -2.3253 -1.6368 -1.9614
C -1.0379 -1.0964 -2.1026
C -0.4560 -1.2314 -3.3722
C -1.1014 -1.8555 -4.4303
H -3.9928 -2.6741 -2.8650
H -2.8541 -1.5779 -1.0076
H 0.5400 -0.8396 -3.5622
H -0.6304 -1.9461 -5.3999
*
```

(4)
Below is C26H22Cl4GeN2O2Ti as an isolated structure in a non-equilibrium geometry, with properties calculated with ωB97M-V with the def2-TZVPD basis set.

Properties
- HOMO (alpha / beta) (eV) = -3.253 / -3.333
- gap between HOMO and LUMO (alpha / beta) (eV) = 5.40 / 5.58
- LUMO level (alpha / beta) (eV) = 2.15 / 2.25
- energy above the lowest of the compared OMol25 structures with the same formula, charge and spin (kJ/mol) = 108.5
- expectation value of S² = 0.77

ORCA input file:
```
! RIJCOSX wB97M-V def2-TZVPD def2/J DEFGRID3
* xyz -1 2
Ti -0.7828 0.6248 -0.0048
C -2.5822 -2.0748 0.1399
N -1.4492 -1.2609 0.5762
C -0.4364 -1.8615 1.1408
C 0.7122 -1.1592 1.5534
C 1.8664 -1.6221 2.1997
C 2.6735 -0.5097 2.3820
C 1.9748 0.5798 1.8364
N 0.7872 0.2118 1.3490
C -3.4051 -1.2949 -0.8508
C -4.4644 -0.5011 -0.4246
C -5.1259 0.3207 -1.3260
C -4.7361 0.3560 -2.6569
C -3.6942 -0.4504 -3.0948
C -3.0343 -1.2714 -2.1933
H -3.1790 -2.3367 1.0171
H -2.2132 -2.9913 -0.3320
H -0.4827 -2.9391 1.3089
H 2.0717 -2.6444 2.4784
H 3.6443 -0.4684 2.8486
H 2.2940 1.6080 1.7987
H -4.7423 -0.5064 0.6228
H -5.9323 0.9542 -0.9798
H -5.2299 1.0267 -3.3489
H -3.3819 -0.4238 -4.1314
H -2.2129 -1.8958 -2.5294
Cl -3.7479 -0.7187 3.3589
Ge -1.8380 0.6096 3.3461
Cl -2.4473 1.8620 1.3087
Cl -2.5824 2.1771 4.7656
Cl -2.3624 6.7481 3.0834
C -1.4453 5.6046 2.1121
C -0.4722 4.8157 2.7023
C 0.2518 3.9253 1.9330
C 0.0303 3.7670 0.5466
C 0.7689 2.8597 -0.2721
C -0.9785 4.5902 -0.0047
C -1.6983 5.4906 0.7545
H -0.2896 4.8914 3.7664
H 1.0107 3.3237 2.4205
H 1.6515 2.3689 0.1044
H 0.6771 2.9528 -1.3432
H -1.2093 4.4874 -1.0596
H -2.4657 6.1023 0.2970
O -1.1974 1.6350 -1.7475
C -0.2930 0.9416 -2.3002
O 0.2713 -0.0004 -1.6528
C 0.1316 1.2491 -3.6985
C -0.5192 2.2654 -4.3899
C -0.1159 2.5797 -5.6787
C 0.9354 1.8832 -6.2619
C 1.5797 0.8666 -5.5693
C 1.1738 0.5422 -4.2832
H -1.3285 2.7938 -3.9046
H -0.6198 3.3649 -6.2272
H 1.2549 2.1353 -7.2658
H 2.3977 0.3288 -6.0310
H 1.6564 -0.2443 -3.7192
*
```